No. 1
C36H40HfOP2 | wB97M-V/def2-TZVPD

Last column: Löwdin charge in e.
Positions of all 80 atoms, in Å:
1 Hf -0.5507 0.1464 -1.6438  1.330
2 C -2.8736 2.6115 -4.5551  -0.100
3 C -3.1548 3.2869 -3.4395  -0.136
4 C -4.5350 3.7042 -3.0431  -0.172
5 C -5.6485 2.6544 -3.2856  -0.155
6 C -5.2423 1.2195 -3.1440  -0.123
7 C -4.7134 0.4631 -4.1075  -0.109
8 C -4.5187 0.9224 -5.5151  -0.164
9 C -3.8702 2.3173 -5.6293  -0.163
10 C -0.4470 -1.5469 0.2553  -0.279
11 H -1.8559 2.3372 -4.8256  0.083
12 H -2.3639 3.7526 -2.8449  0.074
13 H -4.7902 4.6167 -3.6074  0.134
14 H -4.5437 3.9850 -1.9814  0.084
15 H -6.4343 2.8412 -2.5349  0.124
16 H -6.0940 2.8039 -4.2814  0.116
17 H -5.5899 0.7602 -2.2241  0.078
18 H -4.6418 -0.6086 -3.9843  0.051
19 H -5.5016 0.9408 -6.0246  0.135
20 H -3.9003 0.1820 -6.0490  0.113
21 H -3.3700 2.3691 -6.6077  0.125
22 H -4.6477 3.0902 -5.5968  0.109
23 H 0.5917 -1.8308 -0.0261  -0.001
24 H -0.9607 -2.4856 0.5195  0.009
25 H -0.3795 -0.9343 1.1686  0.011
26 P -1.3956 2.2420 -0.7110  1.016
27 P -2.7698 -0.8184 -0.4852  0.934
28 C -3.1424 1.9934 -0.6794  -0.295
29 C -3.6768 0.7252 -0.6942  -0.297
30 C -0.8591 3.6906 0.1695  -0.385
31 C -1.7068 4.8065 0.1232  -0.082
32 C -1.3482 5.9629 0.8123  -0.039
33 C -0.1610 5.9953 1.5509  -0.029
34 C 0.7074 4.8960 1.5617  -0.039
35 C 0.3763 3.7362 0.8598  -0.055
36 C -0.5878 2.3702 -2.5750  -0.325
37 C -0.4759 1.2532 -3.5339  -0.306
38 C 0.4489 1.3764 -4.6195  -0.025
39 C 1.1048 2.5766 -4.8361  -0.027
40 C 0.9657 3.6509 -3.9512  0.008
41 C 0.1655 3.5412 -2.8104  -0.049
42 C -3.5835 -1.5713 0.9679  -0.336
43 C -3.6190 -0.8310 2.1691  -0.082
44 C -4.2924 -1.3366 3.2845  -0.055
45 C -4.9087 -2.5868 3.2263  -0.046
46 C -4.8451 -3.3392 2.0529  -0.048
47 C -4.1823 -2.8412 0.9263  -0.064
48 C -2.8934 -2.0425 -1.8839  -0.358
49 C -1.7747 -2.7944 -2.2941  -0.126
50 C -1.8225 -3.5587 -3.4660  -0.052
51 C -2.9909 -3.5962 -4.2211  -0.043
52 C -4.1376 -2.9346 -3.7711  -0.054
53 C -4.1056 -2.2040 -2.5751  -0.112
54 H -3.7764 2.8573 -0.4484  0.083
55 H -4.7664 0.6241 -0.6224  0.078
56 H -2.6321 4.7460 -0.4526  0.099
57 H -2.0010 6.8349 0.7608  0.124
58 H 0.0919 6.8834 2.1265  0.124
59 H 1.6543 4.9463 2.1123  0.127
60 H 1.0390 2.8676 0.8295  0.085
61 H -1.3338 0.5337 -3.6475  0.121
62 H 0.5742 0.5120 -5.2825  0.138
63 H 1.7372 2.7033 -5.7189  0.133
64 H 1.4946 4.5872 -4.1546  0.137
65 H 0.1356 4.3727 -2.1022  0.120
66 H -3.1247 0.1387 2.2124  0.105
67 H -4.3317 -0.7488 4.1989  0.117
68 H -5.4365 -2.9738 4.0931  0.120
69 H -5.3119 -4.3186 2.0050  0.118
70 H -4.1298 -3.4301 0.0112  0.106
71 H -0.8720 -2.8217 -1.6800  0.073
72 H -0.9523 -4.1310 -3.7799  0.120
73 H -3.0350 -4.1552 -5.1589  0.124
74 H -5.0706 -2.9734 -4.3481  0.132
75 H -4.9974 -1.6871 -2.2007  0.121
76 C 2.2738 0.5980 -0.0175  -0.121
77 O 1.1662 0.3296 -0.8711  -0.459
78 H 2.9001 1.3338 -0.5438  0.094
79 H 2.8470 -0.3211 0.1886  0.100
80 H 1.9193 1.0144 0.9436  0.079

## Properties
Charge: +2

=====

No. 2
C36H40IrN10OPS | wB97M-V/def2-TZVPD

Last column: Löwdin charge in e.
Positions of all 90 atoms, in Å:
1 Ir 1.7166 1.2644 -0.2297  1.256
2 C -0.0563 4.9551 -1.4546  -0.035
3 C -0.9218 5.3059 -0.4202  -0.020
4 C -0.9008 4.5619 0.7317  0.022
5 C -0.0443 3.4574 0.8593  -0.290
6 N 0.7064 3.0611 -0.1977  -0.051
7 C 0.7208 3.8386 -1.3080  -0.139
8 N -0.0154 2.8938 2.1138  0.185
9 C 0.8174 2.0054 2.5119  -0.277
10 N 1.7627 1.3186 1.7723  -0.030
11 C 2.3519 0.3714 2.5609  -0.294
12 N 3.2103 -0.5339 2.2322  0.164
13 C 3.7841 -0.6570 0.9992  -0.345
14 C 4.8786 -1.5448 0.9569  0.004
15 C 5.5929 -1.7317 -0.1937  -0.022
16 C 5.2162 -1.0192 -1.3378  -0.036
17 C 4.1316 -0.1983 -1.2625  -0.171
18 N 3.3881 -0.0136 -0.1328  -0.071
19 C 1.8137 0.4951 3.9274  -0.116
20 C 2.1134 -0.1827 5.0923  0.004
21 C 1.4125 0.1870 6.2363  -0.044
22 C 0.4567 1.2002 6.2044  -0.043
23 C 0.1659 1.8821 5.0268  0.013
24 C 0.8625 1.5045 3.8962  -0.105
25 H 0.0167 5.5377 -2.3614  0.121
26 H -1.5747 6.1639 -0.5084  0.125
27 H -1.5052 4.8117 1.5908  0.126
28 H 1.4009 3.5247 -2.0843  0.075
29 H 5.1369 -2.0361 1.8831  0.122
30 H 6.4404 -2.4038 -0.2141  0.125
31 H 5.7595 -1.1010 -2.2675  0.121
32 H 3.8316 0.3694 -2.1295  0.030
33 H 2.8671 -0.9583 5.1140  0.121
34 H 1.6180 -0.3147 7.1725  0.115
35 H -0.0615 1.4666 7.1158  0.116
36 H -0.5654 2.6783 4.9958  0.123
37 C 0.9166 0.5881 -6.0305  -0.061
38 C 0.6066 1.8534 -5.2480  -0.232
39 N -0.3960 1.6249 -4.1981  -0.100
40 C -1.7991 1.7908 -4.6208  -0.185
41 C -2.3177 3.1847 -4.3139  -0.056
42 C -0.0794 1.2961 -2.9567  -0.648
43 S 1.5856 1.0022 -2.5851  0.732
44 N -1.1420 1.1832 -2.1166  0.138
45 C -1.1172 0.7910 -0.8779  -0.415
46 O -0.1114 0.5323 -0.0981  -0.238
47 C -2.4266 0.5209 -0.2229  -0.153
48 C -2.5416 0.5503 1.1671  -0.044
49 C -3.7652 0.3004 1.7696  -0.056
50 C -4.8788 0.0158 0.9897  -0.058
51 C -4.7722 -0.0035 -0.3960  -0.057
52 C -3.5538 0.2563 -1.0017  -0.018
53 H 1.6104 0.8148 -6.8393  0.089
54 H 0.0139 0.1658 -6.4733  0.081
55 H 1.3751 -0.1632 -5.3876  0.064
56 H 0.1974 2.6251 -5.9004  0.127
57 H 1.5055 2.2586 -4.7878  0.084
58 H -2.4024 1.0282 -4.1383  0.105
59 H -1.8126 1.5992 -5.6934  0.123
60 H -2.3108 3.3647 -3.2392  0.064
61 H -3.3394 3.2898 -4.6782  0.086
62 H -1.7096 3.9461 -4.8050  0.080
63 H -1.6841 0.8107 1.7727  0.096
64 H -3.8532 0.3445 2.8472  0.116
65 H -5.8346 -0.1729 1.4606  0.116
66 H -5.6437 -0.2081 -1.0034  0.114
67 H -3.4638 0.2599 -2.0790  0.105
68 C -0.7209 -5.1927 0.2727  -0.107
69 N -1.4624 -3.8886 -0.0795  -0.065
70 C -2.1800 -3.3900 1.1895  -0.098
71 N -1.2661 -3.2490 2.2631  -0.132
72 C -0.5833 -4.5139 2.5297  -0.145
73 N 0.1591 -4.9962 1.3648  -0.143
74 C 1.2982 -4.1263 1.0333  -0.303
75 P 0.8142 -2.3827 0.6062  1.070
76 C -0.5158 -2.8536 -0.6141  -0.247
77 C -0.3255 -2.1430 2.0504  -0.294
78 H -0.1919 -5.5048 -0.6269  0.145
79 H -1.4982 -5.9151 0.5225  0.148
80 H -2.1693 -4.0977 -0.7852  0.182
81 H -2.9383 -4.1411 1.4127  0.149
82 H -2.6495 -2.4389 0.9318  0.132
83 H -1.3254 -5.2634 2.8087  0.142
84 H 0.1051 -4.3799 3.3618  0.141
85 H 1.8602 -4.5657 0.2061  0.096
86 H 1.9753 -4.0973 1.8891  0.098
87 H -0.0608 -3.2566 -1.5203  0.105
88 H -1.1055 -1.9768 -0.8864  0.084
89 H -0.8864 -1.2191 1.9133  0.064
90 H 0.2831 -2.0176 2.9497  0.096

## Properties
Charge: +2

=====

No. 3
C36H40N2O8TeZr | wB97M-V/def2-TZVPD

Last column: Löwdin charge in e.
Positions of all 88 atoms, in Å:
1 Zr -1.6276 -1.4380 0.9487  1.927
2 O -4.6995 1.1844 1.8948  0.131
3 C -3.8808 0.3426 2.1389  -0.537
4 O -2.7458 0.2003 1.4372  -0.212
5 C -3.9753 -0.6178 3.3162  -0.078
6 C -2.6187 -0.5948 4.0466  -0.220
7 C -2.7288 -1.2154 5.4312  -0.076
8 C -2.8770 -2.7192 5.0947  -0.075
9 C -2.7978 -2.7135 3.5744  -0.226
10 O -1.8655 -1.6070 3.3039  -0.173
11 C -4.0839 -2.1488 2.9551  -0.085
12 C -4.1885 -2.3846 1.4421  -0.590
13 O -5.1559 -1.9828 0.8292  0.089
14 O -3.1252 -2.9371 0.8951  -0.158
15 H -4.8002 -0.2959 3.9447  0.164
16 H -2.0806 0.3465 3.9914  0.167
17 H -1.8267 -1.0242 6.0085  0.123
18 H -3.5771 -0.8089 5.9789  0.126
19 H -2.0602 -3.3018 5.5150  0.124
20 H -3.8146 -3.1499 5.4413  0.126
21 H -2.4127 -3.6121 3.1069  0.160
22 H -4.9721 -2.5845 3.4107  0.167
23 O -2.2596 -0.9300 -3.2776  0.098
24 C -2.5176 -0.8845 -2.0909  -0.558
25 O -1.7544 -1.2671 -1.1250  -0.196
26 C -3.8827 -0.3193 -1.6479  -0.140
27 N -4.7656 -0.3706 -2.8739  0.103
28 C -5.3424 0.9979 -3.1018  -0.091
29 C -4.2430 1.8965 -2.5683  -0.134
30 C -3.8126 1.1786 -1.2878  -0.103
31 H -4.3209 -0.9382 -0.8642  0.126
32 H -5.4758 -1.0961 -2.8020  0.190
33 H -4.1009 -0.6245 -3.6304  0.159
34 H -6.2484 1.0733 -2.5031  0.140
35 H -5.5843 1.1178 -4.1546  0.135
36 H -4.6013 2.9070 -2.3864  0.127
37 H -3.4226 1.9477 -3.2874  0.125
38 H -4.4898 1.3918 -0.4620  0.109
39 H -2.8145 1.4562 -0.9582  0.116
40 C 4.9367 1.3152 -6.0210  -0.039
41 C 4.0314 1.1673 -4.8300  -0.249
42 C 3.8250 -0.0655 -4.2320  -0.005
43 C 2.9822 -0.2178 -3.1331  -0.300
44 C 2.8383 -1.5926 -2.5285  -0.059
45 C 2.3373 0.9159 -2.6351  -0.400
46 Te 1.0565 0.7275 -0.9581  1.751
47 N 0.4003 -0.7125 1.0227  -0.234
48 C 0.8068 -1.9184 1.3393  -0.577
49 O -0.1202 -2.8511 1.4751  -0.193
50 C 2.2118 -2.3328 1.5580  -0.156
51 C 2.4999 -3.6483 1.9136  -0.010
52 C 3.8142 -4.0371 2.1178  -0.063
53 C 4.8442 -3.1181 1.9636  -0.068
54 C 4.5590 -1.8031 1.6162  -0.066
55 C 3.2457 -1.4116 1.4200  -0.032
56 C 2.1980 1.9564 0.2995  -0.445
57 C 3.5739 2.0137 0.0972  -0.137
58 C 4.3606 2.8141 0.9101  -0.066
59 C 3.7626 3.5575 1.9165  -0.056
60 C 2.3892 3.4989 2.1057  -0.032
61 C 1.5763 2.6996 1.3078  -0.302
62 C 0.0895 2.6689 1.5327  -0.071
63 C 2.5186 2.1796 -3.2201  -0.301
64 C 1.8432 3.4230 -2.6996  -0.062
65 C 3.3648 2.2761 -4.3126  -0.005
66 H 5.4450 0.3809 -6.2522  0.078
67 H 5.6924 2.0810 -5.8423  0.086
68 H 4.3679 1.6181 -6.9015  0.088
69 H 4.3294 -0.9399 -4.6284  0.124
70 H 2.8008 -2.3503 -3.3104  0.089
71 H 1.9350 -1.7047 -1.9263  0.034
72 H 3.6876 -1.8244 -1.8813  0.091
73 H 1.6894 -4.3563 2.0165  0.117
74 H 4.0372 -5.0587 2.3953  0.108
75 H 5.8699 -3.4251 2.1217  0.108
76 H 5.3595 -1.0821 1.5107  0.106
77 H 3.0146 -0.3805 1.1917  0.075
78 H 4.0312 1.4405 -0.7004  0.106
79 H 5.4304 2.8572 0.7553  0.111
80 H 4.3655 4.1889 2.5557  0.111
81 H 1.9318 4.0891 2.8904  0.116
82 H -0.1838 3.2842 2.3881  0.085
83 H -0.2571 1.6512 1.7191  0.037
84 H -0.4507 3.0541 0.6637  0.077
85 H 0.8103 3.2334 -2.3970  0.053
86 H 1.8243 4.1955 -3.4667  0.084
87 H 2.3692 3.8243 -1.8304  0.083
88 H 3.5052 3.2448 -4.7806  0.126

## Properties
<S²>: 0.76
Charge: +1
Spin multiplicity: 2

=====

For each record above, in turn, the calculated total energy values are -59892.3825, -77882.0738, -65915.1058 eV.